21
Properties=species:S:1:pos:R:3 method="wB97M-V/def2-TZVPD" relative_energy_kcal_mol=38.3 smiles="CC(C)C[C@@H](N)C=O" gap_ha=0.3627 fmax_ev_per_a=1.69
H 1.1475 1.4614 -1.0589
H 0.7001 1.4713 1.3856
C -1.0912 -0.9473 -1.9209
H 0.0885 1.3018 -2.5019
C 1.4437 -0.6144 1.5906
H 0.7441 -1.0803 -0.7335
O 1.4415 -1.5298 2.3588
N -0.2989 0.4681 2.8236
H -1.7331 -0.1352 -2.2672
C 0.6576 0.7642 -1.7440
C -0.0382 -0.3597 -0.9518
H -0.6772 -1.4869 -2.7685
H 1.4593 0.3388 -2.3630
H -1.5218 -0.4089 0.6879
C -0.6721 0.1702 0.3423
H -0.9721 1.1703 0.0174
H -1.8068 -1.6087 -1.4247
H -0.9082 -0.3030 3.0038
H 2.2711 -0.4972 0.8461
C 0.3339 0.4546 1.5084
H -0.5679 1.3708 3.1701

---

79
Properties=species:S:1:pos:R:3 method="wB97M-V/def2-TZVPD" multiplicity=2 relative_energy_kcal_mol=49.0 gap_ha="0.2366 / 0.2267" fmax_ev_per_a=1.66
S -0.1250 -4.2388 1.0327
H 1.3799 -4.3912 3.3425
H -4.5419 -2.8438 -3.5584
H 0.9721 2.8200 6.1153
H 3.6399 -0.4801 2.4355
H -2.3690 -3.0126 -4.9930
C -2.7009 0.0753 -3.4990
C 1.3248 -0.9903 2.8978
H -3.3617 0.5264 -4.2412
C 1.9456 1.0018 -2.8032
C -2.2541 -3.5406 -2.3076
H -1.7784 -5.3352 -1.2381
H -4.8855 -1.2632 -4.2526
C 2.2134 -2.9798 4.7147
C -2.2888 -1.9296 -4.8876
C -2.4548 2.8047 -0.9147
H -1.1875 -0.4173 -1.5569
H 3.0078 4.1932 3.4203
S 1.6769 2.3900 1.7605
H -2.8393 -1.4684 -5.7093
H 2.9408 -1.3280 5.8794
C 5.0418 -0.7428 0.8386
H -0.6185 2.0609 6.0211
C 0.9086 1.8516 -4.9636
H -4.7592 -1.4488 -2.4983
H 2.5505 -3.7326 5.4139
C -1.3302 -1.4791 -1.4703
C 1.8566 0.7017 -1.4561
C 2.4323 -1.6259 4.9703
H -4.4208 3.5404 -0.4891
O -0.2302 1.8635 -5.4540
H 6.1593 -0.9506 -0.9891
H -1.0030 2.5234 -3.1556
H 4.2689 -0.1627 -2.3820
H -0.4149 3.7392 5.5272
H -2.9784 0.4776 -2.5209
C -1.4563 1.9218 -0.4989
C -3.7700 2.0493 0.9222
H -1.2415 -1.6442 -4.9935
N -1.5629 1.1887 0.6083
C -0.7265 -2.1871 -0.4220
C -1.6616 -4.2617 -1.3012
C 1.9945 -0.6581 4.0844
H -4.6782 2.0410 1.5084
N 2.7609 -0.0928 0.6111
C -0.1802 2.0349 -2.6538
C -2.8508 -1.4406 -3.5466
C 1.1252 -2.3562 2.6683
C 0.3300 2.2941 4.1168
C 4.1590 -0.2674 -1.3147
H 2.8041 0.7568 -3.4116
N 0.7752 1.0284 -0.7233
H 5.8462 -1.0193 1.5043
H 1.4961 5.0744 3.2436
C 3.8094 -0.4389 1.3717
Ir 0.8502 0.2404 1.3017
C -0.9124 -3.5724 -0.3581
H -2.8494 -4.0662 -3.0412
C -4.3463 -1.7764 -3.4547
H 1.9112 4.3541 4.7963
C 0.9009 1.6554 -3.4248
C -3.6271 2.8700 -0.1873
H 2.1708 0.3861 4.3144
S -0.5294 0.9491 3.5827
C 5.2126 -0.6929 -0.5343
C -0.2363 1.6947 -1.3109
C 1.9618 4.2080 3.7184
C 2.9461 0.0576 -0.7142
C 1.2611 2.9444 3.3088
C 0.0555 2.7529 5.5246
C 0.4093 -2.6592 1.4493
N 0.0705 -1.6950 0.6267
C -2.1146 -2.1456 -2.4047
C 1.5564 -3.3434 3.5593
H -2.3112 3.4177 -1.7918
H -1.6955 0.3923 -3.7624
C -2.7052 1.2469 1.2885
H -2.7676 0.6234 2.1718
O 2.0388 1.9267 -5.4605

---

16
Properties=species:S:1:pos:R:3 method="wB97M-V/def2-TZVPD" total_charge=-1 relative_energy_kcal_mol=16.2 gap_ha=0.2968 fmax_ev_per_a=2.37
H 0.0607 0.0121 -2.0754
H 3.0034 0.5894 2.1449
S -1.3109 -1.1523 1.2593
C -1.4421 0.9645 -0.9975
H -1.0793 -1.9525 -0.9286
C -0.3934 -1.3131 -0.3660
O 1.0245 0.6117 2.0020
H -1.3823 1.5370 -0.0805
C 2.1886 0.3577 1.4919
H -0.3681 -0.2168 1.6693
H 0.5131 -1.8745 -0.1444
O 2.4922 -0.2236 0.4275
H 0.6254 0.4510 -0.4391
H -1.3506 1.7651 -1.7548
H -2.3693 0.4055 -1.1884
C -0.2121 0.0390 -1.0201

---

124
Properties=species:S:1:pos:R:3 method="wB97M-V/def2-TZVPD" smiles="CCOP(=O)(CC[C@H]1CCCS(=O)(=O)O1)OCC.COP(=O)(OC)OC.COP(=O)(OC)OC.COP(=O)(OC)OC.COP(=O)(OC)OC.COP(=O)(OC)OC" gap_ha=0.3874 fmax_ev_per_a=0.47
C 0.7631 -5.9326 -3.1156
O 0.0947 0.1301 1.9166
O -11.5542 0.3187 -3.6827
C 0.3643 -3.8699 1.4801
H 2.9981 1.9680 5.2377
C 1.8588 0.0688 3.9930
C 5.0795 1.3559 5.2637
C 0.8849 0.0983 0.7092
O 5.6472 4.6357 3.7464
O -3.4392 -1.1603 -0.3256
H -2.5785 -6.4516 0.1370
O 6.0674 8.9739 3.0488
H 1.9545 0.0574 0.9403
O -5.3425 -0.5487 -1.8890
H 0.5444 2.1948 0.3106
C -12.9045 0.7856 -3.8325
H 1.7135 -0.9892 3.7713
P 5.6355 9.8753 1.8194
H -2.7654 3.1153 4.5361
H -1.2741 4.0637 4.7079
H -0.0647 2.2497 5.4771
H 3.9634 -0.3175 3.7600
H -12.9358 1.7562 -4.3266
C -10.3872 1.7739 -1.3814
O 3.4442 -9.4454 -6.1297
H 1.3689 1.2814 -0.9831
H -13.3654 0.8531 -2.8481
H 8.0136 10.6789 1.0365
H 5.0007 7.2782 3.5750
H -0.0159 -2.9674 1.0029
H 1.7559 -6.0185 -3.5479
H -1.5172 3.1232 3.2645
H 5.2410 4.6391 6.4244
H 5.2830 2.1484 7.2710
C -2.7546 -2.2333 -1.0070
H -6.1383 -1.1961 -0.0598
C 4.7052 3.7735 6.0366
H 1.6691 0.1967 5.0625
H 2.7434 8.7271 2.6630
O 1.0290 2.3828 2.8427
H -1.9364 -7.0685 -1.4020
H -3.3530 -3.1383 -0.9224
C 3.0834 9.6478 2.1911
C -6.2741 -1.3293 -1.1329
O 0.6996 -4.8677 0.5052
C -0.9920 1.9417 4.9864
H 6.5551 2.6577 6.1901
C 5.8820 7.5466 2.9971
H -9.6851 2.3356 -0.7690
O 3.2733 5.0472 4.2845
H 3.5988 -10.9665 -7.4857
H -4.5966 2.5840 -1.2730
H -4.6014 2.9197 0.4704
C -1.7052 -6.4878 -0.5103
H 3.3632 0.8725 2.6213
H -10.1161 0.7182 -1.3687
H 5.1392 -10.1499 -7.1409
O -3.1539 0.6505 -2.1660
O -10.4487 2.1145 -5.2040
H -1.7969 -2.3733 -0.5187
O 3.4640 -8.1014 -4.0138
H 5.8458 1.2486 4.4929
H -1.6202 1.4772 5.7446
O 0.9174 -5.8084 -1.6871
C -1.6947 3.1288 4.3380
O 6.4610 9.3607 0.5694
P 4.3213 -8.6956 -5.0359
P -4.0296 0.0186 -1.1835
H 3.3333 10.3877 2.9513
O -10.3372 2.3158 -2.7046
C -4.9812 2.2610 -0.3063
H 4.7188 -6.6273 -7.4804
O 5.7567 11.2936 2.1481
H 8.4847 8.9816 0.7443
C 5.4844 2.4700 6.2484
C 0.5821 1.2493 -0.2289
H -7.8990 1.6705 -4.8002
H 3.7258 -6.3454 -6.0255
C -7.8562 0.7972 -4.1510
C 3.7854 1.6735 4.5359
H -6.1493 -2.3814 -1.3864
H 5.7630 7.1933 1.9740
O -4.5408 0.9312 0.0051
H 3.7146 3.7180 6.4847
H 6.7574 7.0808 3.4391
H 1.2742 -3.6255 2.0238
O 0.2194 -3.3116 -1.4991
S 4.4189 4.1961 4.3355
C 3.2847 0.5311 3.6537
H -13.4398 0.0592 -4.4384
P 0.1233 -4.6645 -0.9542
O 4.0735 2.8058 3.6681
H -6.0709 2.2865 -0.3086
O 5.4074 -9.7341 -4.5487
O -9.1740 0.3437 -3.7923
C 4.0697 -10.0059 -7.2913
H 3.9065 -9.3441 -8.1408
C 4.7336 -6.5302 -6.3961
H 2.2995 10.0443 1.5507
H -7.2998 1.0311 -3.2444
P -10.3829 1.3459 -3.9663
O 4.2159 9.3500 1.3601
H -11.3926 1.8955 -0.9799
H -0.8766 -6.9528 0.0226
O -0.7189 0.8813 4.0463
H -7.3593 -0.0143 -4.6755
C 5.0197 -10.7240 -3.5818
H 0.2017 -6.8404 -3.3282
O -1.3951 -5.1409 -0.8927
C 7.8227 9.7900 0.4361
H 4.1105 -10.4260 -3.0613
H 0.2494 -5.0650 -3.5292
P 0.5746 1.0171 3.1350
H -0.3723 1.1014 -0.7358
H -7.2770 -1.0101 -1.4121
H -2.5770 -1.9953 -2.0547
H 4.8675 -11.6761 -4.0878
H 7.9901 10.0212 -0.6129
H 0.6359 -0.8498 0.2317
H 5.8328 -10.8133 -2.8665
O 5.2877 -7.7293 -5.8302
H 5.3771 -5.7024 -6.1106
H -0.3774 -4.2656 2.1724
H 4.9889 0.3950 5.7735

---

16
Properties=species:S:1:pos:R:3 method="wB97M-V/def2-TZVPD" relative_energy_kcal_mol=133.3 gap_ha=0.3687 fmax_ev_per_a=3.49
H -3.3358 -0.4169 -0.2981
H -2.5848 0.6127 -1.5399
C 2.8647 0.1900 0.4320
H 3.1395 1.2407 0.5090
H -3.0907 1.3264 0.0132
H 1.5619 -0.8247 -0.6362
O -0.5294 1.2332 0.0068
O 0.0818 -2.0211 -0.0962
C -2.6784 0.4358 -0.4664
H 0.3587 0.8831 -0.2584
H 3.7560 -0.3906 0.1783
O 1.8789 0.0917 -0.5908
C -1.0033 -1.6997 0.2055
H 2.4778 -0.1459 1.3993
H -1.5326 -0.6297 1.0716
N -1.3645 0.1151 0.0704

---

13
Properties=species:S:1:pos:R:3 method="wB97M-V/def2-TZVPD" relative_energy_kcal_mol=105.8 gap_ha=0.3326 fmax_ev_per_a=0.38
H -0.7286 -1.4620 -0.5779
H 0.5455 1.8252 0.3991
C 1.3939 0.2019 -0.7388
C 0.5050 0.7316 0.3548
C 0.1457 -0.0666 1.5465
H 2.4260 0.2987 -0.3799
H 1.2347 -0.8578 -0.9453
H 1.3068 0.7821 -1.6636
H -0.1557 0.6541 2.3237
C -1.4986 -0.7778 -0.2219
H -2.1687 -0.4739 -1.0311
H -2.0578 -1.2676 0.5754
O -0.9482 0.4121 0.3591

---

17
Properties=species:S:1:pos:R:3 method="wB97M-V/def2-TZVPD" total_charge=+1 relative_energy_kcal_mol=51.7 gap_ha=0.2713 fmax_ev_per_a=1.24
H -2.8166 1.1335 -0.6963
N 0.8458 -0.4946 -1.7678
H 0.4850 -0.7914 -2.6725
N 0.8319 0.3443 1.9164
C -2.1863 0.2841 -0.4354
C 1.8837 -0.9729 -1.2069
C -0.4389 0.1343 1.3500
H 2.0193 -0.7184 -0.1584
H -2.7550 -0.4277 0.1576
H 2.6070 -1.5712 -1.7480
H -0.4284 1.6726 -0.0301
H -1.9638 -0.2096 -1.3897
H 0.8604 -0.0366 2.8546
H 1.0362 1.3367 1.9805
H -1.0389 -0.6586 1.7877
H 0.1657 -0.0558 -1.1110
C -0.9260 0.7464 0.2568

---

19
Properties=species:S:1:pos:R:3 method="wB97M-V/def2-TZVPD" relative_energy_kcal_mol=66.8 gap_ha=0.3062 fmax_ev_per_a=5.36
H -1.3251 2.5621 1.1538
N 4.0441 0.0179 0.3285
O 0.3864 2.3397 -1.0756
H -1.8330 -1.4136 -1.9266
H -2.2318 -2.0302 0.5381
H 1.2008 -0.5773 2.2463
O -1.3109 1.8307 0.5485
B -0.5628 1.5008 -0.5183
H -0.9306 0.5810 -2.5201
C -0.4305 -1.4601 1.1814
H 1.5274 -0.8297 -0.8697
C -1.4356 -0.8788 -1.0777
C 2.9303 -0.2017 0.2735
C 0.8306 -0.7864 1.2396
H 0.6941 3.1315 -0.5855
C 1.6065 -0.5812 0.1568
C -0.9784 0.2528 -1.4656
H -0.8062 -1.9694 2.1307
C -1.3754 -1.4880 0.2419

---

12
Properties=species:S:1:pos:R:3 method="wB97M-V/def2-TZVPD" relative_energy_kcal_mol=32.7 smiles="NC(=O)C(O)(O)S" gap_ha=0.3661 fmax_ev_per_a=3.10
H -2.9669 -0.6303 -0.1130
O -0.7420 -1.2806 -0.9530
H 0.1322 -1.6514 -1.0322
O 1.4869 -1.3480 0.4677
S -2.2716 0.3688 0.6301
O -0.2496 1.0038 -1.0727
C 0.9509 -0.2845 0.4736
H 1.4043 1.7275 0.8194
H 2.1780 0.6234 1.7561
C -0.5128 -0.1017 -0.3073
H -0.8276 0.7637 -1.7975
N 1.4181 0.8094 1.1286

---

12
Properties=species:S:1:pos:R:3 method="wB97M-V/def2-TZVPD" total_charge=-1 relative_energy_kcal_mol=29.2 gap_ha=0.2626 fmax_ev_per_a=4.36
H 2.0980 -0.0543 0.5150
N 0.0167 -0.4080 -0.0280
H 1.4745 1.1761 -0.3936
H -0.2120 -0.0803 2.2857
C -0.5482 0.2603 1.2255
O -1.5275 -0.4236 -2.0676
H -0.3331 1.3123 1.3441
H -1.6391 0.1402 1.3055
H -0.6044 -0.3583 -0.8864
H -1.8027 -1.2536 -1.6361
C 1.4111 0.1106 -0.3100
H 1.6666 -0.4214 -1.3542

---

20
Properties=species:S:1:pos:R:3 method="wB97M-V/def2-TZVPD" total_charge=+1 multiplicity=2 relative_energy_kcal_mol=31.6 gap_ha="0.3893 / 0.1944" fmax_ev_per_a=3.32
H -3.4219 -1.6616 -0.8527
H 2.3831 -0.0249 -2.4326
H 2.5405 1.5421 -1.5829
H 0.8647 1.2101 -1.8863
C 1.8239 -0.0926 -0.3476
H 1.7034 -1.1477 -0.6143
H -2.2613 0.1987 1.8991
H -2.0703 0.5211 -0.3692
H -0.8279 -0.1055 -1.3042
H 0.5616 1.3843 0.2791
H -0.8676 1.3036 2.2019
H 2.8554 -0.0588 0.0747
H 0.0847 -1.3930 0.9848
C -1.4107 -0.3247 -0.3976
S -2.2142 -1.9521 -0.4731
N 0.7781 0.4258 0.6150
C -1.1813 0.2333 2.1135
C 1.8315 0.7074 -1.6821
H -0.7661 -0.4236 2.8899
C -0.4055 -0.3419 0.8846

---

21
Properties=species:S:1:pos:R:3 method="wB97M-V/def2-TZVPD" total_charge=-1 gap_ha=0.2362 fmax_ev_per_a=0.57
C -1.5030 -0.1095 1.9416
H 0.4308 -2.6972 1.6157
Br -0.3637 0.0276 -2.1865
O 1.4350 -3.4081 -1.3069
O 0.6992 -4.8270 0.2961
H -2.0943 0.6545 2.4323
C 0.8619 -3.7155 -0.2463
H -0.4966 -0.1309 2.3623
H -0.8876 -2.6752 0.4647
Br -2.8013 1.2456 -0.2358
C -1.4007 0.1483 0.4616
Cl 1.7395 3.4600 -3.3156
C 0.1944 -2.5644 0.5589
N 0.5811 -1.1840 0.1607
C -0.4390 -0.3626 -0.3057
C 1.3251 4.2765 -1.8063
H 1.0593 -0.7180 0.9199
H -1.9268 -1.0989 2.1162
Cl 2.7872 4.4645 -0.8239
Cl 0.1336 3.3324 -0.9305
Cl 0.6659 5.8821 -2.1725

---

21
Properties=species:S:1:pos:R:3 method="wB97M-V/def2-TZVPD" relative_energy_kcal_mol=64.3 smiles="C=CCCCCC" gap_ha=0.3791 fmax_ev_per_a=3.57
H 1.8131 3.6157 1.5658
H 1.6295 -1.0890 0.4185
H 0.5930 -1.9505 -1.5919
H 0.2370 4.1693 1.1312
H -0.9420 0.5347 -0.4993
C 1.2266 0.8101 1.0996
C 0.6767 -0.5374 0.7596
H -0.4954 -0.6164 -2.3721
H 1.7804 0.9376 2.0517
H -1.4095 -0.9303 0.4857
C -0.4244 -1.3405 -1.5015
H -1.4746 -2.8977 -2.6376
H 2.0169 1.2168 0.3756
C -0.5599 -0.4874 -0.2338
C -1.5091 -2.3734 -1.6425
H -2.5493 -1.9169 -1.6115
H -1.3806 -3.2683 -0.8586
C 0.8145 3.2237 1.4144
C 0.3509 2.0111 1.0611
H -0.7209 1.8666 0.9190
H 0.3273 -0.9776 1.6666

---

19
Properties=species:S:1:pos:R:3 method="wB97M-V/def2-TZVPD" relative_energy_kcal_mol=17.3 smiles="C=CN.NCCS" gap_ha=0.3260 fmax_ev_per_a=0.56
S 2.1438 0.6672 0.0327
H -0.2848 -0.7066 0.7494
H 0.9690 -1.0052 1.9672
H 0.0390 -2.1246 -2.2477
C -0.4618 -0.1116 -2.3046
H -2.0008 -0.9928 -1.1608
N -0.7249 -0.0974 2.7574
N 0.2854 -1.2191 -2.6043
H -1.5102 0.4778 2.4864
H -0.0455 0.8088 -2.7015
C -1.6146 -0.1007 -1.6380
H 1.2216 -1.1030 -2.9414
H -1.0872 -0.9712 3.1090
H 2.8011 1.8267 0.1381
C 0.8508 1.0219 1.2692
H -2.1948 0.8034 -1.5458
H 0.1119 1.6865 0.8275
C 0.1961 -0.3071 1.6491
H 1.3059 1.4470 2.1582

---

89
Properties=species:S:1:pos:R:3 method="wB97M-V/def2-TZVPD" multiplicity=2 relative_energy_kcal_mol=28.8 gap_ha="0.2713 / 0.2178" fmax_ev_per_a=0.35
H 3.9712 4.8763 -0.6511
H -5.3107 -2.5055 -2.9792
H 4.4674 2.7561 -2.3806
H 0.2525 2.8782 2.7060
H 1.2933 4.5952 -4.3164
H -3.8067 3.2077 0.0128
C -5.1174 -3.4743 -2.5222
H 3.1909 4.7523 0.9128
H -4.0968 2.2153 2.0801
H -2.5107 -0.3807 5.0933
Br -5.0371 -1.3604 6.3640
O -0.9825 1.8628 3.8775
C 3.1209 4.4298 -0.1295
N 1.4652 2.0348 -0.5286
C -1.7478 1.3218 3.1123
Si -2.8788 1.1251 -1.0465
H 2.1645 -0.1358 2.1532
C 1.4808 3.3991 -2.5796
C 1.3227 0.4634 2.5269
F 4.1545 -1.2862 1.6718
C -3.1372 0.9538 3.5272
N 0.6130 -2.5527 -1.2221
S -3.3518 -3.7866 -2.6653
C -4.2346 1.5300 2.9077
O -2.6898 -2.7725 -1.7924
O 0.0633 -0.8360 0.1108
H -6.7200 0.2622 4.5646
H -5.3833 -3.4515 -1.4655
C 0.8302 2.6645 -1.5541
H -5.6740 -4.2483 -3.0497
H 4.8678 2.4419 1.4583
H -3.7449 -5.1729 -0.7682
Ta 0.2250 0.9346 0.7506
Si 3.2111 2.5419 -0.2328
H -2.3101 1.0674 -3.5189
H 3.9432 0.9591 1.5940
H 1.7052 1.2126 3.2173
H -3.7073 0.0004 1.0202
H -5.0725 2.1074 -0.5146
C 0.0587 -2.1479 -0.0802
C -3.3503 -5.3393 -1.7701
H 2.5555 3.4505 -2.5992
H -1.2801 4.3019 2.3149
H -2.3945 3.2483 -2.6392
C -5.6928 0.4531 4.2783
H 1.0640 3.6339 1.4730
H -2.5874 -1.0562 0.1500
H 3.9286 1.0818 -2.1185
H -2.3221 -5.6833 -1.6986
N 0.2258 3.1125 1.7119
C 0.7695 4.0429 -3.5478
H 5.2828 1.7156 -1.2150
C -3.3621 -0.3015 0.0369
H 3.3008 2.4845 2.2489
N -1.2003 1.7525 -0.7165
As 3.9988 -1.7836 0.0174
C -0.4988 -2.9675 0.8772
H -2.4696 -0.5383 -2.7757
N -5.4905 1.2969 3.2740
F 5.2086 -2.9848 0.1661
C -2.8747 0.4769 -2.7994
C 4.3106 1.9797 -1.6311
H -3.9519 -6.0659 -2.3166
F 3.7033 -2.1638 -1.6488
N -0.4977 -5.5074 0.4902
H -1.1932 4.5551 -4.3127
C -4.6507 -0.1673 4.9556
C -0.4887 -4.3708 0.6755
F 2.7641 -2.9041 0.4926
H -4.2570 3.1433 -1.6807
H -1.5949 3.4215 0.9672
F 5.1689 -0.5940 -0.4369
H -4.1838 -0.7990 -0.4866
H 0.8339 -3.5340 -1.3018
C -4.1036 2.5308 -0.7914
H -3.9063 0.4063 -3.1569
C 3.8543 2.0261 1.4275
H 1.2969 -1.9261 -1.6257
H 0.6820 -0.2180 3.1021
C -0.6476 4.0058 -3.5573
N -1.4730 -1.9454 3.0234
C -1.0503 -2.4070 2.0561
C -1.3164 3.2777 -2.6271
H 2.2193 4.8673 -0.5601
O -1.4454 1.0273 1.8520
C -0.6175 2.5495 -1.6181
F 2.7109 -0.5373 -0.1671
N -0.8900 3.9804 1.4357
C -3.3441 0.0919 4.5944